Entry from the OMol25 dataset: a 14-piece molecular cluster, C2H32NO14 overall in a non-equilibrium geometry (ωB97M-V/def2-TZVPD).

The HOMO-LUMO gap is 3.1 eV. The calculation puts the largest force on an atom at 0.0957 Eh/bohr. Its spin multiplicity is 1. The electronic energy is -1203.39338 hartree. As for the net charge: -1.

Each line ends with the natural charge from an NBO analysis.
Cartesian coordinates (Å):
O -3.48918 1.59194 0.86000  -0.967
O -0.41118 1.83894 2.87800  -0.953
O 2.80082 1.93294 0.76100  -0.976
O -3.18218 -1.17306 -0.71300  -1.027
O 1.70682 1.62794 -1.70900  -0.978
O -1.91318 1.56694 -2.46400  -0.939
O 1.92482 -2.06906 -3.77400  -1.028
O -0.04518 -2.83206 -0.02900  -1.019
O 0.39682 -1.20406 3.12600  -0.988
O -1.40618 -2.06606 -2.36000  -1.043
O -2.47018 -0.26406 2.68500  -0.970
O 2.49482 -1.64306 0.28700  -0.962
O -0.77718 3.16494 -0.54000  -1.001
O 2.12582 0.73194 3.06200  -0.987
N -0.45618 0.09194 0.32400  -0.871
C 0.88982 -1.50206 -2.93700  -0.096
C -0.18018 -2.52606 -2.87400  -0.104
H -3.31118 -1.89606 -0.05800  0.441
H 1.42482 0.96594 -2.28200  0.511
H 0.71482 -2.31006 0.22300  0.462
H 2.85582 -2.37306 -0.23600  0.506
H -2.71118 -1.17206 2.64900  0.479
H 2.83782 0.46594 3.61800  0.479
H -2.54918 2.22394 -2.74500  0.469
H 2.50182 1.90394 -2.14500  0.470
H 3.13082 2.70094 1.27400  0.476
H 0.63682 -0.57806 -3.41400  0.072
H 2.45582 0.99994 2.20400  0.517
H -3.15218 0.91294 1.48900  0.500
H 3.24382 -1.29606 0.76200  0.466
H -3.15918 2.44294 1.14500  0.451
H -1.22218 2.58794 -1.15000  0.506
H -2.41818 -1.43206 -1.31700  0.527
H 0.45382 1.78694 3.32200  0.481
H -0.31618 -2.69906 -0.93300  0.523
H -1.58518 -0.27206 3.15200  0.507
H 1.03882 -0.54806 3.35800  0.485
H 0.84282 -2.03506 3.00700  0.483
H -0.64618 1.00694 0.74500  0.453
H -0.37318 -2.89006 -3.87100  0.143
H -0.26918 2.76994 2.62800  0.471
H 0.13382 3.33894 -0.83900  0.473
H 0.12382 -3.44106 -2.45600  0.123
H 2.54882 2.16194 -0.10400  0.514
H 0.56582 0.02094 0.31200  0.426
H 1.30082 -1.22006 -1.98300  0.070
H -1.49618 1.31394 -3.30800  0.491
H -0.76618 -0.62606 0.94500  0.460
H -0.84418 -0.08306 -0.57500  0.473



Entry from the OMol25 dataset: a 9-piece molecular cluster, C21H51N6O15 overall in a non-equilibrium geometry (ωB97M-V/def2-TZVPD).

The HOMO-LUMO gap is 9.9 eV. The calculation puts the largest force on an atom at 0.0749 Eh/bohr. Its spin multiplicity is 1. The electronic energy is -2287.16852 hartree. As for the net charge: +3.

Each line ends with the Mulliken charge.
Cartesian coordinates (Å):
O 14.67886 14.47444 8.55813  -0.365
O 10.50414 14.58361 10.10130  -0.328
O 9.58917 20.08705 9.68730  -0.418
O 3.82898 8.01929 16.63318  -0.370
O 8.80083 15.93671 10.38430  -0.374
O 11.27126 9.81672 11.64124  -0.821
O 14.00628 10.92757 9.30711  -0.089
O 10.73381 16.46841 11.30511  -0.864
O 15.04515 8.93426 9.22066  -0.423
O 15.21109 10.38512 7.52039  -0.715
O 7.68432 14.12990 8.83109  -0.780
O 8.98098 10.35250 13.32985  -0.365
O 6.85837 10.55912 13.43550  -0.625
O 7.99789 11.48725 11.78645  -0.285
O 13.79081 12.95718 11.11805  -0.482
N 5.93180 15.06558 7.70350  -0.177
N 5.57964 9.43018 15.92576  -0.107
N 9.74768 18.92023 11.67696  0.031
N 11.00420 8.41531 9.88608  -0.173
N 16.06543 13.14378 7.15464  0.014
N 14.14124 13.37014 13.28201  -0.205
C 15.76073 14.03761 8.47411  0.673
C 14.74494 10.09064 8.57534  0.704
C 7.86611 10.76458 12.86310  0.678
C 14.09141 12.55034 12.23880  0.846
C 13.86556 14.80860 13.34326  -0.841
C 16.85742 14.06866 9.46090  -0.952
C 12.10134 7.60837 12.03812  -1.163
C 10.30864 9.48354 9.06111  -0.550
C 5.96931 7.26042 17.31640  -0.926
C 4.98802 8.13942 16.71960  0.565
C 10.03976 15.75089 10.64370  0.857
C 4.85710 14.44266 8.51674  -0.844
C 15.47568 13.65989 5.97691  -0.966
C 7.21566 14.87096 7.92362  0.656
C 8.27040 15.49293 6.93383  -0.788
C 10.25515 19.93821 10.64644  0.843
C 6.81069 10.14443 16.41570  -1.028
C 14.66299 11.18191 12.53873  -1.034
C 8.24831 18.89703 11.75269  -0.896
C 11.48970 20.57524 11.07103  -1.114
C 11.41387 8.66859 11.20359  0.777
H 7.60778 9.46716 16.25624  0.470
H 11.31690 20.98529 12.10438  0.348
H 15.91329 13.21666 5.09274  0.399
H 4.73131 14.87108 9.50548  0.252
H 13.28134 15.00900 12.43918  0.193
H 14.51388 13.04474 14.16831  0.253
H 4.85011 10.13418 15.88582  0.380
H 11.02225 10.29898 8.93442  0.172
H 12.12165 19.67272 11.16945  0.324
H 7.86148 16.11985 6.12467  0.386
H 10.14439 19.04705 12.54508  0.433
H 16.87990 15.08404 9.94998  0.334
H 15.44478 8.27243 8.63028  0.350
H 7.95302 18.66177 10.73182  0.337
H 9.94858 9.01144 8.16551  0.402
H 6.65509 10.48783 17.46350  0.345
H 14.67745 15.57139 13.45453  0.274
H 15.12279 11.05594 13.53177  0.414
H 13.17924 14.91788 14.22289  0.335
H 8.82547 14.62971 6.45778  0.250
H 7.92428 19.87112 12.11300  0.385
H 5.51189 6.95018 18.20169  0.354
H 12.85915 7.01551 11.46547  0.361
H 14.39140 13.56643 6.00711  0.324
H 6.05386 6.39738 16.69221  0.321
H 5.62318 15.72932 7.04141  0.250
H 7.02658 10.98993 15.83016  0.343
H 11.24681 7.51884 9.36612  0.267
H 5.78919 9.18815 14.95071  0.350
H 5.05185 13.36146 8.64878  0.255
H 11.48065 6.80436 12.52886  0.313
H 7.18057 11.56874 11.26006  0.301
H 15.89215 12.12522 7.40415  0.206
H 9.66141 10.30061 12.60066  0.360
H 17.09134 13.19811 7.02800  0.437
H 9.50591 9.91133 9.65472  0.099
H 15.37706 10.80190 11.76232  0.201
H 16.63896 13.32479 10.25931  0.133
H 12.70499 8.15096 12.73352  0.290
H 9.00875 15.96016 7.56232  0.163
H 15.65355 14.70626 5.90499  0.401
H 11.85680 21.29416 10.32016  0.327
H 13.70764 10.55994 10.19160  0.014
H 6.99874 7.64458 17.47719  0.320
H 13.79543 10.50676 12.57129  0.088
H 8.13821 18.09693 12.49323  0.373
H 17.78270 13.91184 8.94666  0.428
H 4.00927 14.48218 7.87334  0.390
H 8.37932 15.14892 9.90393  0.354
H 11.42483 14.41089 10.24176  0.188
H 10.08655 17.96186 11.36405  0.175



Entry from the OMol25 dataset: a 2-piece molecular cluster, C9H14O overall in a non-equilibrium geometry (ωB97M-V/def2-TZVPD).

The HOMO-LUMO gap (alpha / beta) is 10.1 / 7.1 eV. The calculation puts the largest force on an atom at 0.0244 Eh/bohr. Its expectation value of S² is 0.77. Its spin multiplicity is 2. The electronic energy is -426.25830 hartree. As for the net charge: +1.

Each line ends with the natural charge from an NBO analysis.
Cartesian coordinates (Å):
O -0.74953 1.79740 0.51722  -0.530
C -0.68481 -2.20430 1.03528  0.188
C -0.80776 0.49570 0.65621  0.445
C -0.11938 -0.00449 1.80185  -0.175
C 1.96390 1.99530 -2.31824  -0.610
C 0.03475 -1.35279 1.92134  -0.185
C -1.59458 -1.66010 0.08983  -0.156
C -0.67360 -3.66274 1.29625  -0.685
C -1.58264 -0.32513 -0.18929  -0.238
C 1.35782 3.12588 -1.47279  -0.607
H 1.53333 1.85910 -3.30704  0.213
H -2.28751 -2.30974 -0.42685  0.251
H 1.05869 3.95683 -2.10170  0.216
H 0.30371 -4.10611 1.49741  0.262
H 0.65813 -1.82217 2.66856  0.255
H 3.04301 2.09817 -2.37874  0.223
H -2.33804 0.05445 -0.86097  0.255
H -1.03207 -4.23737 0.45019  0.247
H 2.13039 3.50116 -0.80081  0.218
H 0.50366 2.86488 -0.84853  0.168
H 0.11717 0.65238 2.62903  0.267
H 1.80008 1.08041 -1.75748  0.183
H -1.33997 -3.89859 2.13336  0.276
H -1.29475 2.10185 -0.23410  0.519



Entry from the OMol25 dataset: C35H56N2O2P3Ru as an isolated structure (ωB97M-V/def2-TZVPD).

The HOMO-LUMO gap (alpha / beta) is 6.8 / 7.3 eV. The calculation puts the largest force on an atom at 0.0139 Eh/bohr. Its expectation value of S² is 6.03. Its spin multiplicity is 5. The electronic energy is -2745.96934 hartree. As for the net charge: +1.

Each line ends with the Mulliken charge.
Cartesian coordinates (Å):
Ru 0.15928 -1.02799 0.84400  1.439
P 0.60603 0.68790 -2.25309  -1.232
P -1.93765 -1.44627 2.59332  0.994
P -1.45772 -3.03319 -0.12543  1.329
O 3.23819 -1.32616 0.60557  -0.326
O 1.82814 -2.91726 0.06432  -0.585
N 0.32249 -0.03056 -0.84460  0.095
N -0.22629 0.98882 2.10594  2.847
C 2.09912 -1.61637 -2.84270  -1.804
C 2.00963 -1.79830 0.48337  0.181
C 3.45383 -0.10993 1.33011  -0.605
C 2.17106 -2.64359 4.46480  -0.767
C 0.65656 1.08177 3.07679  -0.299
C -3.01170 -3.28141 0.86477  -1.398
C -1.55493 4.44179 1.96329  -0.940
C -2.16447 0.59398 -2.60884  -1.532
C -0.58967 -4.61161 0.17669  -1.682
C 1.58544 -2.54850 3.20954  -0.208
C 1.58718 3.27048 -3.12025  -2.020
C -1.63942 -2.80375 3.77961  -1.509
C 0.87004 2.54455 -1.97615  2.750
C 1.08824 -1.33622 2.72643  0.279
C -2.10466 1.90915 0.92033  -0.585
C 2.33013 0.22140 -4.53113  -1.976
C 0.98607 2.33347 3.65851  -1.470
C -2.92165 2.96659 0.64136  -0.053
C -0.48381 3.23191 -1.74422  -1.778
C -0.90780 1.43399 -4.61117  -1.913
C 2.28444 -1.51735 5.27043  -1.134
C -2.63364 4.25480 1.14843  -1.034
C 2.14201 -0.08613 -3.03741  2.629
C 1.22362 -0.20360 3.54464  2.033
C 0.32916 3.44952 3.25432  -1.382
C 1.64167 2.74271 -0.66588  -2.178
C -2.08746 -3.33260 -1.81525  -1.826
C -0.72784 3.34827 2.31726  1.482
C 1.81156 -0.30168 4.80626  -1.014
C -0.86719 0.46442 -3.42065  2.501
C -3.41121 -2.06329 1.70351  -0.936
C -2.64181 -0.17776 3.70121  -1.480
C -0.98292 2.07998 1.76355  -0.785
C 3.38032 0.41232 -2.27861  -1.865
C -0.85773 -0.97387 -3.95630  -1.470
H -1.25638 -3.43177 -2.51500  0.459
H -2.33608 1.59765 -2.22961  0.374
H 2.35544 1.28419 -4.75604  0.279
H -3.79244 2.82359 0.01168  0.419
H 2.61955 2.95682 -3.24914  0.353
H -1.71230 1.11431 -5.28156  0.523
H -3.42872 -0.62444 4.31094  0.566
H -3.27878 5.08917 0.89870  0.424
H -1.27534 -5.44624 0.02523  0.529
H 1.57171 -0.24528 -5.15517  0.310
H 2.74089 -1.58613 6.25096  0.450
H -2.29646 0.92378 0.51989  -0.302
H 2.57734 0.52142 1.29186  -0.117
H -1.06036 2.72791 -0.97264  -0.045
H 1.68650 3.81682 -0.45718  0.573
H -0.66590 -1.68756 -3.16000  -0.340
H 4.29144 0.38796 0.85132  0.403
H 3.30704 0.21441 -1.21305  0.027
H -4.19838 -2.31720 2.41568  0.674
H -3.05559 0.64867 3.12385  0.282
H 4.24532 -0.13943 -2.65469  0.666
H -1.84582 -1.19149 -4.37473  0.682
H 0.01240 1.43292 -5.19056  0.261
H 1.53094 -3.43604 2.59027  0.263
H 3.70292 -0.34657 2.36046  0.328
H 1.06953 3.16527 -4.07266  0.287
H 3.11934 -2.00093 -2.93242  0.508
H 1.11265 2.26176 0.15571  0.281
H -3.00333 0.33375 -3.26380  0.595
H -1.34079 5.42003 2.37988  0.486
H 3.57969 1.46956 -2.43645  0.295
H -2.65795 -4.26359 -1.81291  0.639
H 1.60378 4.33792 -2.87814  0.527
H -1.08823 3.30916 -2.64514  0.259
H -0.19879 -4.63883 1.19411  0.311
H 1.87952 0.57255 5.44523  0.332
H -3.81047 -3.55908 0.17748  0.620
H 3.29494 -0.19712 -4.83542  0.556
H -2.15578 -0.09819 -1.76617  -0.186
H -2.72852 -2.51465 -2.14455  0.404
H 2.54761 -3.59938 4.81177  0.447
H 1.73088 -1.90043 -1.85835  0.171
H 2.66020 2.36640 -0.69613  0.323
H -3.78729 -1.25402 1.07096  0.304
H -2.84118 -4.13826 1.51902  0.514
H 1.76318 2.39335 4.40821  0.579
H -1.86317 0.21450 4.35797  0.314
H 0.25597 -4.69453 -0.50045  0.381
H 1.50005 -2.11507 -3.59883  0.358
H -0.13141 -1.12532 -4.75060  0.213
H -1.12609 2.45873 -4.31770  0.342
H -0.93208 -2.46489 4.53763  0.420
H -1.19917 -3.67004 3.28408  0.259
H 0.57587 4.41815 3.67604  0.473
H -2.57526 -3.09530 4.26113  0.487
H -0.28723 4.25060 -1.39765  0.683



Q: What is the formula in the first record?
A: C2H32NO14